# 1
Molecular formula: C5H8O2
Method: DFT, ωB97M-V/def2-TZVPD

XYZ file:
```
15
Properties=species:S:1:pos:R:3:forces:R:3
O 0.3121 1.6229 0.4562 0.090 0.104 -0.079
C 0.0224 0.2568 0.4224 -0.108 -0.242 0.025
C -0.9392 -0.1063 -0.6886 0.091 -0.010 0.031
C -0.4046 0.2544 -2.0522 0.397 0.270 -0.076
O 0.5837 0.9345 -2.2381 -0.515 -0.426 0.074
C -0.0625 -0.4240 1.7478 -0.156 0.002 0.134
C 1.1326 -0.6575 0.8546 0.185 -0.062 -0.080
H 0.8203 1.7775 -0.3576 -0.126 0.153 0.162
H -1.2210 -1.1678 -0.6860 0.115 0.143 0.023
H -1.8754 0.4589 -0.5537 0.108 -0.089 -0.055
H -0.9798 -0.1269 -2.9203 0.033 0.045 0.073
H -0.7743 -1.2391 1.8546 0.092 0.162 -0.031
H 0.0670 0.1881 2.6347 0.014 -0.049 -0.173
H 2.0464 -0.1375 1.1277 -0.120 -0.162 -0.049
H 1.2722 -1.6339 0.3986 -0.099 0.162 0.022
```
Forces are in eV/Å.

Computed properties:
**Kohn-Sham gap**: 10.71 eV
**Highest occupied orbital energy**: -9.8 eV
**SMILES**: O=CCC1(O)CC1
**Energy relative to the best compared isomer or geometry (same formula, charge and spin)**: 1.393 eV

---

# 2
Molecular formula: C5H8O2
Method: DFT, ωB97M-V/def2-TZVPD

XYZ file:
```
15
Properties=species:S:1:pos:R:3:forces:R:3
O 2.3854 0.5627 0.4712 -0.087 -0.126 -0.016
C 1.6161 -0.5185 -0.0692 -0.485 -0.569 -0.241
C 0.1204 -0.2946 0.2610 -0.146 -0.147 -0.074
C -0.5415 0.8797 -0.4580 0.098 0.542 -0.010
C -1.9456 0.3561 -0.2369 -0.003 -0.298 0.002
C -1.2907 -1.0821 -0.1948 0.383 0.259 -0.229
O -1.6319 -2.1788 -0.5397 0.638 1.255 0.535
H 3.3207 0.3782 0.2852 -0.497 0.096 0.097
H 1.9826 -1.4619 0.3514 -0.189 -0.015 -0.088
H 1.7568 -0.5388 -1.1591 -0.139 -0.142 0.112
H 0.0382 -0.1802 1.3533 -0.099 0.011 -0.228
H -0.4406 1.8908 -0.0848 0.586 0.131 0.043
H -0.2707 0.8179 -1.5209 -0.071 0.229 0.197
H -2.6863 0.7455 -0.9496 -0.040 -0.937 0.074
H -2.2729 0.6441 0.7730 0.051 -0.290 -0.172
```
Forces are in eV/Å.

Computed properties:
**Kohn-Sham gap**: 10.48 eV
**Highest occupied orbital energy**: -9.6 eV
**SMILES**: O=C1CC[C@@H]1CO
**Energy relative to the best compared isomer or geometry (same formula, charge and spin)**: 1.841 eV